{"formula": "C42H51AsCl2CsI2N2O2P2", "method": "the ωB97M-V functional and the def2-TZVPD basis", "homo_energy_ev": -3.548, "orbital_gap_ev": 5.40, "total_charge": -1, "e_tot_ha": -6345.5282, "e_lumo_ev": 1.9, "species": ["Cs", "N", "C", "C", "C", "N", "H", "H", "H", "H", "H", "H", "H", "H", "H", "H", "I", "C", "I", "H", "H", "C", "P", "C", "C", "C", "P", "C", "C", "H", "H", "H", "H", "H", "H", "H", "H", "H", "H", "H", "H", "H", "H", "H", "H", "C", "C", "C", "C", "C", "C", "As", "C", "C", "C", "C", "C", "C", "C", "C", "C", "C", "C", "C", "H", "H", "H", "H", "H", "H", "H", "H", "H", "H", "H", "H", "H", "Cl", "C", "C", "C", "C", "C", "C", "C", "O", "O", "H", "H", "H", "H", "Cl", "C", "C", "C", "C", "C", "C", "C", "H", "H", "H", "H", "H", "H"], "xyz": [[-0.536, 1.083, 0.551], [-2.504, -1.241, 0.882], [-1.858, -2.454, 0.418], [-2.484, -3.020, -0.855], [-2.334, -2.110, -2.078], [-3.371, -1.092, -2.134], [-2.020, -0.897, 1.713], [-3.467, -1.404, 1.152], [-1.816, -3.236, 1.195], [-0.816, -2.196, 0.185], [-3.546, -3.246, -0.703], [-2.005, -3.984, -1.051], [-2.299, -2.728, -2.991], [-1.364, -1.601, -2.029], [-4.261, -1.482, -2.416], [-3.134, -0.326, -2.753], [-2.099, 2.898, -2.086], [-0.473, 3.555, -3.661], [1.279, 2.302, -3.306], [-0.083, 4.564, -3.527], [-0.692, 3.404, -4.718], [2.687, 5.082, 0.400], [1.356, 3.924, 0.884], [0.170, 5.057, 1.698], [2.104, 3.098, 2.374], [3.288, 2.174, 2.068], [3.050, 0.808, 0.824], [4.811, 0.416, 0.514], [2.597, -0.618, 1.912], [3.073, 5.695, 1.221], [2.297, 5.747, -0.373], [3.515, 4.531, -0.048], [0.649, 5.720, 2.426], [-0.594, 4.467, 2.207], [-0.317, 5.666, 0.935], [1.313, 2.567, 2.912], [2.447, 3.899, 3.041], [3.667, 1.748, 3.005], [4.108, 2.777, 1.661], [5.390, 0.271, 1.432], [5.261, 1.233, -0.054], [4.895, -0.488, -0.089], [3.406, -0.810, 2.624], [2.479, -1.512, 1.293], [1.664, -0.459, 2.456], [6.226, -2.476, -1.768], [5.463, -3.175, -0.844], [4.078, -3.071, -0.863], [3.449, -2.277, -1.813], [4.218, -1.578, -2.737], [5.600, -1.677, -2.715], [1.521, -1.984, -1.772], [0.925, -3.802, -1.436], [0.858, -4.448, -0.211], [0.338, -5.733, -0.137], [-0.129, -6.361, -1.283], [-0.081, -5.716, -2.509], [0.451, -4.433, -2.593], [0.533, -3.619, -3.812], [0.106, -4.011, -5.076], [0.207, -3.127, -6.139], [0.720, -1.852, -5.947], [1.144, -1.448, -4.687], [1.065, -2.335, -3.628], [7.306, -2.550, -1.749], [5.947, -3.800, -0.104], [3.498, -3.630, -0.138], [3.739, -0.952, -3.481], [6.193, -1.130, -3.437], [1.183, -3.953, 0.697], [0.281, -6.238, 0.819], [-0.544, -7.359, -1.218], [-0.465, -6.214, -3.391], [-0.312, -4.997, -5.237], [-0.128, -3.429, -7.124], [0.775, -1.160, -6.778], [1.498, -0.435, -4.544], [-0.175, 1.738, 9.558], [-0.390, 1.537, 7.836], [-0.126, 0.304, 7.264], [-0.300, 0.156, 5.897], [-0.731, 1.220, 5.116], [-0.990, 2.444, 5.717], [-0.822, 2.615, 7.082], [-0.908, 1.055, 3.608], [-1.267, 2.069, 2.975], [-0.641, -0.077, 3.135], [0.207, -0.515, 7.887], [-0.105, -0.787, 5.405], [-1.331, 3.257, 5.090], [-1.020, 3.563, 7.563], [-8.943, 4.654, -0.673], [-7.374, 3.883, -0.558], [-7.107, 2.756, -1.320], [-5.869, 2.153, -1.221], [-4.863, 2.645, -0.368], [-3.553, 2.034, -0.327], [-5.180, 3.790, 0.383], [-6.416, 4.404, 0.295], [-7.867, 2.358, -1.980], [-5.659, 1.272, -1.816], [-3.575, 0.970, -0.557], [-3.017, 2.205, 0.608], [-4.436, 4.201, 1.056], [-6.638, 5.281, 0.887]]}

---

{"formula": "C34H59BrNP3Ti", "method": "the ωB97M-V functional and the def2-TZVPD basis", "homo_energy_ev": [-11.841, -11.844], "orbital_gap_ev": [4.79, 4.89], "total_charge": 2, "e_tot_ha": -5832.1687, "e_lumo_ev": [-7.0, -7.0], "spin_multiplicity": 3, "species": ["C", "C", "C", "C", "N", "C", "C", "C", "C", "C", "C", "C", "C", "C", "Ti", "P", "H", "H", "H", "H", "H", "H", "H", "H", "C", "C", "H", "H", "H", "H", "H", "C", "C", "H", "H", "H", "H", "H", "C", "C", "H", "H", "H", "H", "H", "Br", "P", "C", "C", "H", "H", "H", "H", "H", "C", "C", "H", "H", "H", "H", "H", "C", "C", "H", "H", "H", "H", "H", "C", "C", "C", "P", "C", "C", "C", "C", "C", "C", "H", "H", "H", "H", "H", "H", "H", "H", "H", "H", "H", "H", "H", "H", "H", "H", "H", "H", "H", "H", "H"], "xyz": [[-0.509, 5.531, -3.892], [-0.728, 4.175, -4.302], [-1.050, 4.087, -5.681], [-1.071, 5.185, -6.559], [-0.811, 6.417, -6.111], [-0.553, 6.617, -4.809], [-0.840, 2.889, -3.585], [-1.244, 1.672, -3.335], [-1.811, 1.221, -2.035], [-0.736, 1.159, -1.076], [-1.092, 1.045, 0.293], [-2.367, 0.540, 0.737], [-3.363, 0.507, -0.348], [-3.180, 1.024, -1.590], [-0.166, -0.191, -2.775], [2.086, -1.500, -0.003], [-1.211, 3.108, -6.113], [-0.217, 5.771, -2.870], [-1.259, 5.086, -7.636], [-0.338, 7.666, -4.511], [-4.010, 1.167, -2.312], [0.347, 1.466, -1.422], [-4.342, 0.229, -0.010], [-0.344, 1.199, 1.113], [2.353, -3.099, 0.935], [3.214, -4.231, 0.376], [1.330, -3.476, 1.110], [2.763, -2.820, 1.923], [3.291, -5.007, 1.143], [2.789, -4.702, -0.511], [4.232, -3.901, 0.167], [2.786, -1.957, -1.673], [2.683, -0.760, -2.607], [2.296, -2.853, -2.078], [3.836, -2.213, -1.491], [3.117, -1.048, -3.588], [1.602, -0.352, -2.826], [3.321, 0.050, -2.201], [3.688, -0.659, 0.580], [5.036, -1.398, 0.508], [3.514, -0.379, 1.631], [3.761, 0.283, 0.009], [5.837, -0.746, 0.895], [5.041, -2.323, 1.112], [5.314, -1.644, -0.526], [-2.226, -1.257, 1.655], [-1.870, -2.793, -1.849], [-0.279, -3.217, -1.191], [0.204, -4.594, -1.724], [-0.293, -3.238, -0.084], [0.457, -2.456, -1.524], [1.282, -4.605, -1.855], [-0.079, -5.448, -1.107], [-0.208, -4.717, -2.726], [-3.328, -3.058, -0.647], [-4.598, -3.799, -1.150], [-3.657, -2.041, -0.330], [-2.983, -3.618, 0.255], [-5.339, -3.977, -0.356], [-5.142, -3.226, -1.908], [-4.354, -4.780, -1.576], [-2.174, -1.458, -3.005], [-2.513, -1.984, -4.429], [-1.401, -0.692, -3.654], [-3.050, -0.935, -2.557], [-2.690, -1.067, -5.005], [-1.592, -2.436, -4.833], [-3.366, -2.655, -4.444], [2.114, -0.903, 3.839], [0.926, -0.082, 4.368], [1.344, 0.832, 5.524], [0.060, 0.875, 3.086], [-1.720, 1.114, 3.640], [-1.926, 1.276, 5.148], [-2.587, 2.025, 2.767], [0.802, 2.570, 2.776], [0.368, 3.592, 3.827], [2.318, 2.483, 2.549], [1.810, -1.629, 3.070], [2.922, -0.252, 3.458], [2.499, -1.446, 4.712], [0.130, -0.784, 4.686], [2.207, 1.452, 5.234], [0.537, 1.478, 5.887], [1.644, 0.185, 6.361], [-2.086, 0.070, 3.463], [-1.602, 2.249, 5.528], [-2.998, 1.158, 5.368], [-1.384, 0.488, 5.693], [-2.813, 1.440, 1.803], [-3.535, 2.240, 3.281], [-2.067, 2.904, 2.357], [0.357, 2.913, 1.828], [0.823, 3.331, 4.781], [0.710, 4.605, 3.557], [-0.722, 3.623, 3.959], [2.536, 1.759, 1.742], [2.679, 3.474, 2.234], [2.853, 2.176, 3.464]]}

---

{"formula": "C2H6O3S", "method": "the ωB97M-V functional and the def2-TZVPD basis", "homo_energy_ev": -9.810, "orbital_gap_ev": 10.09, "e_tot_ha": -703.7011, "e_lumo_ev": 0.3, "smiles": "O=C(O)CS.O", "species": ["O", "C", "O", "C", "S", "H", "H", "H", "H", "O", "H", "H"], "xyz": [[-1.941, -2.618, -0.177], [-1.312, -1.552, -0.099], [-0.070, -1.341, -0.629], [-1.896, -0.310, 0.630], [-1.014, 1.176, 0.194], [0.477, -0.560, -0.344], [-2.974, -0.253, 0.384], [-1.809, -0.508, 1.715], [-1.675, 1.199, -0.983], [4.085, 1.193, -0.293], [3.586, 1.676, 0.404], [4.544, 1.898, -0.803]]}

---

{"formula": "H2O4PS", "method": "the ωB97M-V functional and the def2-TZVPD basis", "homo_energy_ev": -5.453, "orbital_gap_ev": 9.54, "total_charge": -1, "e_tot_ha": -1041.7629, "e_lumo_ev": 4.1, "smiles": "O=[PH2]S(=O)(=O)[O-]", "species": ["O", "P", "S", "O", "O", "O", "H", "H"], "xyz": [[1.558, -1.692, 0.088], [0.962, -0.387, 0.029], [-1.235, 0.243, 0.090], [-1.683, -0.233, 1.382], [-1.867, -0.479, -0.970], [-1.012, 1.618, -0.182], [1.343, 0.394, -1.177], [1.934, 0.535, 0.740]]}

---

{"formula": "C11H19N3O3S", "method": "the ωB97M-V functional and the def2-TZVPD basis", "homo_energy_ev": -9.058, "orbital_gap_ev": 9.65, "e_tot_ha": -1218.7822, "e_lumo_ev": 0.6, "smiles": "CNC(=O)[C@H](CS)NC(=O)[C@H]1CCCN1C(C)=O", "species": ["C", "N", "C", "O", "C", "C", "S", "N", "C", "O", "C", "C", "C", "C", "N", "C", "C", "O", "H", "H", "H", "H", "H", "H", "H", "H", "H", "H", "H", "H", "H", "H", "H", "H", "H", "H", "H"], "xyz": [[1.932, 0.215, -2.614], [1.385, 0.106, -1.260], [1.474, -0.939, -0.464], [2.060, -1.972, -0.768], [0.903, -0.652, 0.941], [1.034, -1.898, 1.811], [0.272, -1.733, 3.437], [-0.511, -0.302, 0.909], [-1.059, 0.805, 0.508], [-0.361, 1.754, 0.092], [-2.591, 0.892, 0.712], [-3.183, 2.307, 0.557], [-3.551, 2.354, -0.908], [-4.030, 0.922, -1.202], [-3.347, 0.040, -0.234], [-3.525, -1.300, -0.064], [-4.338, -2.145, -1.060], [-2.978, -1.871, 0.865], [2.932, 0.694, -2.637], [2.001, -0.756, -3.111], [1.222, 0.813, -3.197], [0.908, 0.930, -0.899], [1.524, 0.146, 1.359], [0.569, -2.759, 1.300], [2.081, -2.195, 1.920], [1.336, -2.060, 4.162], [-1.156, -1.042, 1.243], [-2.826, 0.518, 1.698], [-2.477, 3.064, 0.893], [-4.074, 2.349, 1.183], [-4.266, 3.126, -1.172], [-2.616, 2.507, -1.486], [-3.823, 0.607, -2.245], [-5.141, 0.775, -1.085], [-4.480, -3.117, -0.614], [-3.848, -2.293, -2.017], [-5.325, -1.750, -1.190]]}

---

{"formula": "C22H47InNO4Si2", "method": "the ωB97M-V functional and the def2-TZVPD basis", "homo_energy_ev": -11.630, "orbital_gap_ev": 8.98, "total_charge": 1, "e_tot_ha": -1991.1000, "e_lumo_ev": -2.7, "species": ["O", "O", "C", "C", "H", "H", "H", "H", "H", "C", "C", "H", "H", "H", "H", "H", "C", "C", "C", "H", "H", "H", "H", "H", "C", "H", "H", "H", "H", "H", "H", "In", "C", "Si", "H", "H", "C", "C", "C", "C", "Si", "H", "H", "C", "C", "C", "H", "H", "H", "H", "H", "H", "H", "H", "H", "H", "H", "H", "H", "H", "H", "H", "H", "H", "O", "C", "O", "C", "C", "C", "C", "C", "N", "H", "H", "H", "H"], "xyz": [[-2.031, 0.441, -0.570], [-1.917, -2.292, -1.984], [-3.347, 0.553, 0.230], [-3.703, 1.981, 0.541], [-3.179, -0.048, 1.126], [-4.036, 0.031, -0.426], [-2.931, 2.484, 1.135], [-4.618, 1.978, 1.140], [-3.926, 2.556, -0.362], [-1.954, 0.960, -1.983], [-3.222, 0.575, -2.679], [-1.077, 0.462, -2.405], [-1.786, 2.043, -1.911], [-3.367, -0.513, -2.661], [-3.147, 0.873, -3.729], [-4.093, 1.088, -2.255], [-0.747, -2.613, -2.738], [-2.605, -3.378, -1.360], [-0.969, -2.250, -4.191], [-0.493, -3.680, -2.632], [0.072, -2.013, -2.312], [-1.748, -2.883, -4.638], [-0.046, -2.409, -4.755], [-1.275, -1.201, -4.288], [-3.632, -4.002, -2.287], [-3.088, -2.940, -0.474], [-1.877, -4.134, -1.021], [-4.313, -3.245, -2.693], [-4.218, -4.737, -1.730], [-3.145, -4.520, -3.121], [-1.218, 0.509, 0.021], [0.766, 0.895, 1.287], [-0.260, -1.046, 1.043], [0.253, -2.370, 2.287], [-1.342, -0.966, 1.182], [-0.081, -1.441, 0.036], [-1.313, -3.129, 2.999], [1.265, -1.736, 3.729], [1.228, -3.690, 1.388], [0.272, 2.826, 0.364], [1.389, 3.221, -1.093], [0.459, 3.542, 1.188], [-0.798, 2.917, 0.116], [0.395, 4.147, -2.393], [2.002, 1.664, -1.949], [2.885, 4.210, -0.558], [0.913, -3.769, 0.340], [1.066, -4.665, 1.869], [2.306, -3.479, 1.409], [-1.932, -2.354, 3.470], [-1.091, -3.888, 3.760], [-1.908, -3.605, 2.208], [0.845, -0.816, 4.161], [2.307, -1.530, 3.447], [1.276, -2.505, 4.516], [1.428, 1.505, -2.872], [1.927, 0.750, -1.345], [3.056, 1.797, -2.226], [3.469, 4.508, -1.440], [3.545, 3.635, 0.105], [2.588, 5.127, -0.031], [1.068, 4.627, -3.115], [-0.229, 4.927, -1.939], [-0.260, 3.462, -2.948], [1.896, 2.259, 5.072], [1.788, 1.817, 3.928], [0.650, 1.545, 3.329], [3.063, 1.528, 3.147], [4.328, 1.691, 3.709], [5.455, 1.381, 2.948], [5.286, 0.925, 1.636], [3.998, 0.752, 1.133], [2.916, 1.043, 1.892], [4.363, 2.051, 4.732], [6.450, 1.491, 3.374], [6.136, 0.697, 0.998], [3.816, 0.375, 0.121]]}

---

{"formula": "HO2P", "method": "the ωB97M-V functional and the def2-TZVPD basis", "homo_energy_ev": -9.950, "orbital_gap_ev": 9.42, "e_tot_ha": -492.2711, "e_lumo_ev": -0.5, "species": ["O", "O", "P", "H"], "xyz": [[-0.785, -0.153, -0.954], [-0.656, 0.864, 0.131], [0.692, 0.149, -0.387], [0.749, -0.860, 1.210]]}

---

{"formula": "C10H21F3IO2P2Y", "method": "the ωB97M-V functional and the def2-TZVPD basis", "homo_energy_ev": -14.919, "orbital_gap_ev": 4.88, "total_charge": 2, "e_tot_ha": -1861.8384, "e_lumo_ev": -10.0, "species": ["C", "C", "H", "H", "H", "O", "I", "Y", "P", "C", "C", "H", "H", "H", "H", "H", "H", "C", "H", "H", "H", "P", "C", "C", "H", "H", "H", "C", "H", "H", "H", "H", "H", "H", "C", "O", "F", "C", "F", "F"], "xyz": [[0.002, 0.180, -5.157], [0.008, 0.773, -3.849], [0.005, 0.944, -5.940], [-0.876, -0.474, -5.239], [0.873, -0.483, -5.244], [0.019, 1.552, -2.980], [-0.029, -3.079, -0.661], [-0.004, -0.349, -0.026], [2.644, -0.105, 0.391], [3.228, 1.243, 1.458], [3.438, -1.517, 1.242], [4.512, -1.288, 1.321], [4.674, -0.082, -0.893], [3.260, -2.436, 0.666], [3.246, -0.344, -1.972], [2.794, 1.145, 2.456], [2.997, -1.625, 2.240], [3.630, 0.217, -1.105], [4.317, 1.144, 1.507], [3.594, 1.287, -1.347], [2.936, 2.201, 1.026], [-2.648, -0.057, 0.395], [-3.203, 1.302, 1.462], [-3.630, 0.281, -1.098], [-3.305, -2.375, 0.676], [-4.533, -1.204, 1.330], [-3.025, -1.568, 2.247], [-3.464, -1.452, 1.249], [-3.258, -0.287, -1.966], [-4.678, 0.002, -0.884], [-4.294, 1.225, 1.512], [-2.894, 2.255, 1.030], [-3.574, 1.349, -1.343], [-2.771, 1.197, 2.459], [0.017, 1.778, 1.174], [0.026, 2.660, 1.928], [-1.104, -0.465, 3.352], [-0.007, -0.837, 2.592], [1.099, -0.488, 3.349], [-0.022, -2.218, 2.643]]}

---

Copy entry 4 word for word.
{"formula": "H2O4PS", "method": "the ωB97M-V functional and the def2-TZVPD basis", "homo_energy_ev": -5.453, "orbital_gap_ev": 9.54, "total_charge": -1, "e_tot_ha": -1041.7629, "e_lumo_ev": 4.1, "smiles": "O=[PH2]S(=O)(=O)[O-]", "species": ["O", "P", "S", "O", "O", "O", "H", "H"], "xyz": [[1.558, -1.692, 0.088], [0.962, -0.387, 0.029], [-1.235, 0.243, 0.090], [-1.683, -0.233, 1.382], [-1.867, -0.479, -0.970], [-1.012, 1.618, -0.182], [1.343, 0.394, -1.177], [1.934, 0.535, 0.740]]}